# 1
8 unconnected molecules or ions with the total composition C8H32O8 in a non-equilibrium geometry, computed with wB97M-V/def2-TZVPD.

Each line ends with the Löwdin charge.
CARTESIAN COORDINATES (ANGSTROEM)
C (-1.91083, -2.46148, 1.66357)  -0.165
O (-3.24542, -2.55478, 2.15347)  -0.138
H (-1.67519, -1.44578, 1.34588)  0.060
H (-1.17131, -2.81137, 2.38384)  0.076
H (-1.86320, -3.11630, 0.79348)  0.075
H (-3.82869, -2.16897, 1.49579)  0.007
C (-0.43732, -2.40038, -4.28611)  -0.176
O (-1.18959, -1.42544, -4.96798)  -0.113
H (0.57102, -2.54490, -4.67402)  0.079
H (-0.41092, -2.21448, -3.21240)  0.062
H (-0.92149, -3.37096, -4.39408)  0.073
H (-1.22488, -1.69813, -5.88775)  0.075
C (-4.16510, -1.52177, -1.11370)  -0.145
O (-4.69167, -2.10856, 0.02261)  -0.121
H (-4.87302, -0.80239, -1.52534)  0.084
H (-3.17941, -1.07683, -0.97751)  0.081
H (-4.08998, -2.31929, -1.85291)  0.085
H (-5.48679, -2.60428, -0.18633)  0.109
C (2.76694, 2.86796, -0.61321)  -0.145
O (2.56676, 4.27375, -0.44392)  -0.126
H (3.68448, 2.63899, -0.07117)  0.077
H (1.97249, 2.22683, -0.23126)  0.056
H (2.97251, 2.60610, -1.65114)  0.076
H (1.73022, 4.35888, 0.01928)  -0.003
C (0.05406, 1.38015, 3.31155)  -0.084
O (0.60290, 0.23649, 2.62077)  -0.136
H (-0.77769, 1.00199, 3.90593)  0.086
H (0.78165, 1.81942, 3.99403)  0.083
H (-0.23305, 2.17989, 2.62885)  0.064
H (0.70478, -0.51650, 3.20747)  0.096
C (-0.62278, 3.91522, 0.03183)  -0.127
O (0.22352, 4.67038, 0.90357)  -0.133
H (-1.62652, 4.33289, 0.11028)  0.084
H (-0.34621, 3.90271, -1.02243)  0.094
H (-0.56629, 2.87997, 0.36826)  0.059
H (-0.19053, 4.77034, 1.76391)  0.091
C (4.63083, -1.65441, 1.32098)  -0.172
O (4.02755, -0.39239, 1.18747)  -0.133
H (5.31991, -1.68401, 2.16502)  0.075
H (3.85011, -2.39907, 1.47608)  0.071
H (5.06137, -1.96450, 0.36883)  0.072
H (3.08212, -0.43833, 1.02727)  0.015
C (0.60098, -0.39850, -0.87612)  -0.146
O (1.45227, -0.61352, 0.20939)  -0.133
H (1.04049, -0.57566, -1.85773)  0.085
H (-0.29383, -1.02034, -0.84910)  0.057
H (0.23224, 0.62701, -0.85497)  0.066
H (1.09253, -0.38564, 1.06977)  0.023

The value obtained for the HOMO energy is -9.39 eV. As for the lowest unoccupied orbital energy: 0.4 eV. The calculation puts the energy above the lowest of the compared OMol25 structures with the same formula, charge and spin at 400.1 kJ/mol. The HOMO-LUMO gap comes out at 9.76 eV. As for the structure (SMILES): CO.CO.CO.CO.CO.CO.CO.CO.


# 2
10 unconnected molecules or ions with the total composition C8H35BF4NO9 in a non-equilibrium geometry, computed with wB97M-V/def2-TZVPD.

Each line ends with the Löwdin charge.
CARTESIAN COORDINATES (ANGSTROEM)
B (-0.15964, -1.08598, 0.65296)  -1.432
F (-0.99310, -0.28359, -0.06806)  0.157
F (-0.93428, -2.11940, 1.15696)  0.149
F (0.89462, -1.54989, -0.05574)  0.178
F (0.32247, -0.34262, 1.65959)  0.196
C (-2.85234, 0.87365, -2.37361)  -0.082
C (-3.55625, -0.46021, -2.21260)  -0.371
O (-2.67288, -1.39696, -1.82155)  -0.054
H (-3.39102, 1.66598, -2.89336)  0.067
H (-1.94519, 0.76847, -2.96869)  0.077
H (-2.54511, 1.32157, -1.42858)  0.065
H (-3.83185, -0.79408, -3.21294)  0.107
H (-4.42588, -0.34827, -1.56505)  0.108
H (-2.06438, -0.89126, -1.27786)  0.033
C (0.33407, -3.53983, -2.88991)  -0.077
C (1.22824, -2.32399, -3.14431)  -0.287
O (0.54627, -1.07580, -2.82714)  -0.096
H (0.27615, -3.62562, -1.80484)  0.064
H (0.80620, -4.42926, -3.30716)  0.063
H (-0.64732, -3.46923, -3.35893)  0.077
H (1.46205, -2.18977, -4.20044)  0.100
H (2.17014, -2.41088, -2.60268)  0.102
H (0.40090, -1.05260, -1.87850)  0.028
O (-2.07364, -4.41480, 0.27932)  -0.053
H (-2.89627, -4.47998, 0.76436)  0.022
H (-1.66202, -3.61683, 0.61105)  -0.015
O (-3.10626, -0.30051, 1.98141)  -0.043
H (-2.44757, -0.56858, 1.34072)  -0.006
H (-3.01285, -0.92772, 2.69842)  -0.014
O (-2.08268, -2.36715, 3.76783)  -0.035
H (-2.81550, -2.96632, 3.62564)  0.054
H (-1.33007, -2.81168, 3.37772)  0.053
O (3.09759, -0.38047, 0.98274)  -0.056
H (2.14712, -0.49311, 0.99569)  -0.019
H (3.44533, -1.25574, 1.15366)  0.003
O (-0.80451, 0.37597, 3.85787)  -0.058
H (-0.25418, 0.05319, 3.14428)  -0.013
H (-1.44438, -0.32124, 4.00168)  -0.014
O (2.46325, -2.94343, 1.71863)  -0.035
H (2.85978, -3.70846, 1.30182)  0.048
H (1.90431, -2.56356, 1.04075)  -0.001
C (1.37023, 2.68447, -1.23557)  -0.064
C (1.15523, 2.85236, 0.27328)  -0.380
C (1.58105, 4.25253, 0.81878)  -0.192
O (2.99148, 4.23108, 0.71152)  -0.185
C (3.65788, 5.40525, 1.21736)  -0.100
N (-0.27409, 2.46073, 0.43510)  0.046
H (0.74723, 3.41144, -1.75661)  0.072
H (1.17653, 1.70039, -1.66237)  0.068
H (2.36061, 2.91263, -1.62954)  0.067
H (1.68051, 2.04959, 0.79070)  0.122
H (1.23139, 4.35631, 1.84594)  0.113
H (1.09528, 5.10687, 0.34737)  0.119
H (4.70584, 5.11317, 1.28512)  0.082
H (3.23901, 5.76009, 2.15902)  0.079
H (3.65142, 6.27504, 0.56046)  0.073
H (-0.43426, 1.49700, 0.17881)  0.027
H (-0.34463, 2.38101, 1.43947)  0.061

The value obtained for the HOMO energy is -6.22 eV. As for the lowest unoccupied orbital energy: 2.5 eV. The calculation puts the energy above the lowest of the compared OMol25 structures with the same formula, charge and spin at 114.2 kJ/mol. The HOMO-LUMO gap comes out at 8.73 eV. The total charge is -1.


# 3
A molecular structure, C8H36B2O34 in a non-equilibrium geometry, computed with wB97M-V/def2-TZVPD.

Each line ends with the Löwdin charge.
CARTESIAN COORDINATES (ANGSTROEM)
O (-0.43064, 1.29914, 2.83492)  0.119
C (-0.08354, 0.53567, 1.90525)  -0.353
O (0.38824, 0.99143, 0.83825)  0.337
B (0.14372, -0.00747, -0.14677)  -0.783
O (-0.70681, -0.99795, 0.50331)  0.323
C (-0.74489, -0.70638, 1.67997)  -0.472
O (-1.04408, -1.44967, 2.60139)  0.162
O (1.47486, -0.65788, -0.52103)  0.263
C (1.72814, -0.18881, -1.68864)  -0.407
O (2.57597, -0.79805, -2.31879)  0.138
C (0.63195, 0.45492, -2.24197)  -0.338
O (-0.28558, 0.70266, -1.39530)  0.292
O (0.44678, 0.95460, -3.36310)  0.092
O (-3.31262, -0.29258, -3.29830)  0.144
C (-3.94626, -0.07455, -2.28463)  -0.376
O (-3.41276, -0.17600, -1.11306)  0.264
B (-4.49057, 0.06434, -0.14474)  -0.751
O (-5.78709, 0.21296, -0.94683)  0.301
C (-5.38525, 0.16883, -2.09551)  -0.481
O (-6.13691, 0.51478, -3.02277)  0.105
O (-4.14753, 1.13638, 0.75379)  0.298
C (-4.11608, 0.74624, 1.96804)  -0.487
O (-3.98638, 1.42122, 2.88026)  0.217
C (-4.25552, -0.70806, 1.94733)  -0.479
O (-4.55122, -1.07373, 0.83696)  0.312
O (-4.01861, -1.44122, 2.90945)  0.111
O (0.78738, 1.12249, 5.89765)  0.025
H (1.64250, 1.38015, 5.98220)  0.005
H (0.29412, 1.72154, 5.38954)  0.006
O (0.76596, 3.69046, 3.58464)  -0.125
H (0.09315, 4.27926, 3.15990)  0.070
H (0.50353, 2.69842, 3.41540)  0.048
O (4.13971, -1.94127, -4.16954)  -0.044
H (3.73962, -1.94782, -5.05074)  0.053
H (3.54099, -1.68541, -3.51588)  -0.059
O (-0.09753, -1.23113, 5.38477)  -0.065
H (-0.56934, -1.43882, 4.58750)  -0.021
H (0.06657, -0.30939, 5.18697)  -0.040
O (1.48962, -3.77612, -1.13113)  -0.128
H (2.18871, -3.05814, -1.05866)  0.041
H (0.77558, -3.82392, -0.40918)  0.014
O (2.90748, 3.61390, 1.65281)  -0.063
H (2.29991, 3.75551, 2.33265)  -0.060
H (2.80270, 2.69579, 1.28978)  0.051
O (5.45437, 0.88128, -2.48722)  -0.145
H (6.13937, 1.47523, -2.83133)  0.045
H (5.20122, 0.06643, -3.27097)  0.195
O (2.02073, 3.42981, -4.47204)  -0.018
H (2.41890, 3.15694, -3.67773)  -0.040
H (1.11669, 3.43031, -4.63581)  -0.003
O (4.96313, -0.29479, -0.00784)  -0.049
H (5.20797, 0.21228, -0.67707)  -0.124
H (4.89181, -1.23455, -0.47266)  0.120
O (0.12180, -4.08881, 1.19617)  -0.051
H (0.22957, -3.33910, 1.76730)  0.015
H (0.73983, -4.85313, 1.30648)  0.098
O (-1.60550, 0.53362, -5.06389)  0.002
H (-2.10484, -0.03851, -4.53226)  -0.023
H (-0.87676, 0.75553, -4.63593)  -0.113
O (3.05185, 2.52327, -1.91438)  -0.032
H (3.79078, 1.93173, -1.95228)  -0.010
H (3.35988, 3.29803, -1.36148)  0.096
O (0.80406, 0.19049, -5.61873)  -0.157
H (0.55143, 0.23512, -4.55434)  0.035
H (1.58617, 0.69724, -5.83024)  0.001
O (-2.19629, -3.13788, -0.61779)  -0.032
H (-1.60485, -3.36415, 0.10635)  -0.003
H (-1.76197, -2.31833, -0.85315)  0.008
O (-2.72558, -3.75678, 4.15224)  -0.090
H (-3.55114, -4.13971, 4.48085)  0.022
H (-2.97117, -2.99174, 3.58021)  0.001
O (2.41306, -2.34444, 2.06294)  0.021
H (2.49466, -1.48319, 1.81507)  -0.025
H (2.34472, -2.33003, 3.01234)  0.052
O (-2.59293, 1.10328, 5.25158)  -0.036
H (-3.10657, 1.77194, 4.80595)  0.010
H (-2.35167, 0.49994, 4.58326)  -0.020
O (-2.13386, 2.65179, -2.62177)  -0.089
H (-1.73565, 1.75558, -2.27799)  0.058
H (-1.50118, 2.73900, -3.35994)  0.022

The value obtained for the HOMO energy is -5.32 eV. As for the lowest unoccupied orbital energy: 2.8 eV. The calculation puts the energy above the lowest of the compared OMol25 structures with the same formula, charge and spin at 539.8 kJ/mol. The HOMO-LUMO gap comes out at 8.14 eV. The total charge is -2.


# 4
11 unconnected molecules or ions with the total composition C8H36BF4O10 in a non-equilibrium geometry, computed with wB97M-V/def2-TZVPD.

Each line ends with the Löwdin charge.
CARTESIAN COORDINATES (ANGSTROEM)
B (-0.32537, 0.28718, 0.40477)  -1.255
F (1.06713, 0.03189, 0.40239)  0.109
F (-0.59000, 1.38123, 1.25721)  0.126
F (-0.71411, 0.68613, -0.90177)  0.116
F (-1.07046, -0.83880, 0.73056)  0.154
C (-1.75491, 4.20063, -1.34156)  -0.136
O (-1.50391, 5.47960, -0.73899)  -0.131
H (-1.25926, 4.14712, -2.31511)  0.070
H (-1.40443, 3.37985, -0.72757)  0.066
H (-2.83709, 4.12285, -1.48218)  0.078
H (-1.96606, 6.12347, -1.27877)  0.057
C (-4.37242, -1.03744, 2.36626)  -0.108
O (-4.42024, -1.73650, 1.09859)  -0.149
H (-4.86553, -0.06555, 2.28992)  0.079
H (-4.88176, -1.61325, 3.14143)  0.079
H (-3.33629, -0.85031, 2.63731)  0.084
H (-5.14304, -2.36606, 1.15496)  0.090
C (0.40232, -1.84701, -2.77816)  -0.142
O (1.09380, -0.64557, -2.56876)  -0.124
H (0.97722, -2.57893, -3.34870)  0.079
H (0.06732, -2.30444, -1.84643)  0.072
H (-0.51867, -1.70810, -3.36805)  0.078
H (0.84934, -0.32391, -1.68660)  0.049
C (0.79099, -0.19951, 4.07173)  -0.166
O (0.24914, 1.09088, 3.82662)  -0.129
H (0.98210, -0.26308, 5.14040)  0.071
H (0.10647, -0.99415, 3.75722)  0.067
H (1.72710, -0.31053, 3.50885)  0.072
H (-0.13939, 1.11069, 2.93164)  0.039
C (4.51936, -1.61836, 0.02559)  -0.172
O (5.85730, -1.27072, 0.31391)  -0.117
H (4.28803, -1.55548, -1.04767)  0.083
H (4.26658, -2.65939, 0.26794)  0.071
H (3.81594, -0.96668, 0.53491)  0.068
H (6.45223, -1.84601, -0.16908)  0.067
C (1.61682, -3.26074, 1.80639)  -0.156
O (1.36214, -2.78114, 0.50007)  -0.134
H (2.51617, -2.80162, 2.23272)  0.071
H (0.81388, -2.95042, 2.49089)  0.067
H (1.63503, -4.34315, 1.75103)  0.078
H (1.29351, -1.81428, 0.52620)  0.035
C (-1.01079, 1.53832, -4.41366)  -0.190
O (0.36355, 1.55536, -4.14594)  -0.122
H (-1.54216, 2.31385, -3.84975)  0.059
H (-1.28675, 1.63280, -5.47004)  0.068
H (-1.47367, 0.57893, -4.14134)  0.073
H (0.49945, 0.89518, -3.43840)  0.034
C (2.99954, 2.50344, 0.20824)  -0.162
O (1.70114, 2.92033, -0.18038)  -0.116
H (2.98360, 1.91144, 1.12537)  0.072
H (3.44773, 1.91763, -0.60457)  0.077
H (3.61993, 3.38571, 0.35669)  0.072
H (1.13527, 2.13917, -0.12805)  0.028
O (-3.63779, 0.86076, 0.02588)  -0.051
H (-3.95510, -0.03849, 0.15151)  -0.004
H (-2.67819, 0.82370, 0.09871)  -0.004
O (-2.33150, -3.51765, 0.15945)  -0.079
H (-2.98502, -2.87746, 0.48820)  -0.010
H (-1.49620, -3.03340, 0.18796)  0.002

The value obtained for the HOMO energy is -7.06 eV. As for the lowest unoccupied orbital energy: 2.5 eV. The calculation puts the energy above the lowest of the compared OMol25 structures with the same formula, charge and spin at 0.0 kJ/mol. The HOMO-LUMO gap comes out at 9.57 eV. The total charge is -1.


- Which of these has the highest lowest unoccupied orbital energy?
  C8H36B2O34


- The lowest lowest unoccupied orbital energy belongs to which entry?
  C8H32O8


- Which value of lowest unoccupied orbital energy does entry 3 give?
  2.8 eV